(1)
ORCA calculation (ωB97M-V/def2-TZVPD) on a single C25H31N5O4S molecule.

Cartesian coordinates (Å):
C  4.364216  -1.190220  2.556806
H  4.758572  -0.769110  1.626431
H  4.538235  -2.270668  2.566791
H  4.873921  -0.734440  3.404759
O  3.000257  -0.890199  2.727135
C  2.106328  -1.477581  1.869555
C  2.444215  -2.107474  0.685952
C  1.465131  -2.684626  -0.107936
C  0.134481  -2.639628  0.264252
C  -0.212414  -1.989826  1.445954
C  0.751812  -1.419784  2.258587
O  0.500933  -0.799516  3.448164
C  -0.769618  -0.982269  4.040415
H  -1.039880  -2.041143  4.079043
H  -0.674291  -0.599525  5.055990
H  -1.550962  -0.421659  3.518575
H  -1.252381  -1.944313  1.730996
C  -0.928653  -3.252529  -0.601944
H  -0.575866  -4.196353  -1.020453
H  -1.826910  -3.445999  -0.014376
C  -1.304870  -2.314158  -1.760041
N  -1.734420  -1.022945  -1.274497
C  -3.015358  -0.802592  -0.926779
O  -3.910566  -1.600259  -1.120711
C  -3.321309  0.579269  -0.316568
N  -2.135671  1.309522  0.057055
C  -1.729914  1.449409  1.337351
O  -2.417819  1.310005  2.323099
N  -0.385954  1.824418  1.417438
C  0.567077  1.437099  0.526804
N  0.530983  0.882808  -0.655879
C  1.868549  0.710425  -0.975954
C  2.443952  0.158512  -2.108172
C  3.824184  0.112564  -2.170914
C  4.621377  0.614019  -1.145213
C  4.068254  1.173829  -0.006576
C  2.689394  1.201576  0.073382
N  1.808730  1.668483  1.016612
C  1.783872  2.121511  2.382792
H  2.228282  1.364742  3.036945
H  2.322716  3.066516  2.495529
C  0.267256  2.281658  2.644632
H  -0.068883  1.678522  3.489216
H  -0.011222  3.323896  2.825218
H  4.683302  1.575203  0.784834
H  5.696108  0.567576  -1.241963
H  4.299933  -0.316282  -3.040225
H  1.828992  -0.218705  -2.909448
H  -1.452863  1.484319  -0.667092
H  -3.896329  0.415250  0.601668
C  -4.187892  1.381361  -1.299665
C  -3.529382  1.524258  -2.662929
H  -2.546752  1.994491  -2.590368
H  -3.434493  0.552937  -3.149811
S  -4.559880  2.582448  -3.741094
C  -3.657606  2.329022  -5.295229
H  -4.155812  2.926798  -6.050725
H  -3.694525  1.277807  -5.567949
H  -2.628878  2.658922  -5.177826
H  -5.140100  0.863165  -1.418382
H  -4.382821  2.369605  -0.879425
H  -0.988568  -0.389338  -0.998933
H  -2.130782  -2.751321  -2.326456
H  -0.445077  -2.160404  -2.415367
H  1.754326  -3.180501  -1.022095
H  3.473328  -2.158577  0.369016

Force components x, y, z for each atom (eV/Å):
C 0.3 0.0 -0.1
H 0.0 -0.1 0.1
H 0.0 0.0 0.0
H 0.0 0.0 -0.1
O -0.5 0.0 -0.1
C 0.0 0.0 0.2
C 0.1 0.1 0.2
C -0.2 0.0 0.1
C 0.1 -0.2 -0.1
C 0.0 0.1 0.2
C 0.2 0.1 0.1
O 0.4 0.0 -0.3
C -0.3 0.0 0.1
H 0.0 0.0 0.0
H 0.0 0.0 0.0
H 0.1 -0.1 0.0
H -0.1 0.0 0.1
C 0.0 0.2 -0.2
H 0.0 -0.1 0.0
H 0.0 -0.1 0.0
C -0.3 -0.3 0.0
N 0.3 0.0 0.0
C 0.2 0.5 0.2
O -0.4 -0.2 0.0
C -0.5 0.0 0.1
N -0.1 0.0 -0.3
C 0.1 0.1 -0.3
O -0.2 0.0 0.3
N 0.0 -0.1 0.1
C 0.6 -0.2 -0.5
N -0.4 0.1 0.1
C 0.5 0.2 0.3
C -0.1 0.1 0.1
C 0.1 -0.1 -0.1
C 0.1 0.0 0.0
C -0.1 0.1 0.2
C 0.2 -0.2 -0.6
N -0.6 0.0 -0.2
C 0.3 0.1 0.5
H -0.1 0.1 -0.1
H -0.1 -0.1 0.0
C -0.3 0.2 0.5
H 0.1 0.1 -0.1
H 0.1 -0.1 0.0
H 0.1 0.0 0.1
H 0.1 0.0 0.0
H 0.0 0.0 -0.1
H -0.1 -0.1 -0.1
H 0.0 0.0 0.0
H 0.1 0.0 -0.2
C 0.0 -0.1 -0.1
C -0.3 0.3 -0.3
H 0.1 -0.1 0.0
H 0.1 0.0 0.0
S 0.2 -0.2 0.1
C -0.2 0.0 0.5
H 0.0 0.0 -0.1
H 0.0 0.0 -0.1
H 0.1 0.0 -0.1
H 0.0 0.0 0.0
H 0.0 0.0 0.1
H -0.2 0.1 0.0
H 0.2 0.0 0.0
H 0.0 0.0 0.0
H 0.0 -0.1 -0.1
H 0.1 0.0 0.0

Computed properties:
electronic energy	-52906.0399	eV
Kohn-Sham gap	8.738	eV
SMILES string	COc1ccc(CCNC(=O)[C@H](CCSC)NC(=O)N2CCn3c2nc2ccccc23)cc1OC

***

(2)
ORCA calculation (ωB97M-V/def2-TZVPD) on a molecular structure, C25H31N5O6Ti.

Cartesian coordinates (Å):
Ti  0.241207  -1.495894  0.410468
O  2.428421  -0.781467  3.397966
C  2.401526  -0.527921  2.055795
O  1.236951  -0.287807  1.476778
C  3.443649  -1.160604  1.212071
O  2.867228  -2.187792  0.357960
C  2.838727  -3.493289  0.929777
C  1.589886  -3.830806  1.751796
O  1.615266  -4.867044  2.384620
O  0.627912  -2.971066  1.720922
H  1.552649  -1.092104  3.676015
H  3.860009  -0.433789  0.509961
H  4.247539  -1.567721  1.824640
H  3.721089  -3.661854  1.549193
H  2.876835  -4.204048  0.101349
C  1.168138  -4.721897  -2.526197
C  1.119619  -3.300593  -2.045644
O  0.379020  -2.984642  -1.105836
N  1.877610  -2.409735  -2.690990
C  1.882873  -0.985747  -2.359169
C  0.533336  -0.333756  -2.558357
C  0.154150  0.136167  -3.803802
C  -1.073658  0.764839  -3.938964
C  -1.871092  0.900719  -2.816598
C  -1.435150  0.371635  -1.614014
N  -0.264985  -0.262185  -1.482154
H  0.961104  -5.384399  -1.689580
H  2.130993  -4.970986  -2.969668
H  0.389805  -4.867432  -3.276805
H  2.500715  -2.746949  -3.403796
H  2.619534  -0.504500  -2.999417
H  2.210992  -0.858528  -1.326362
H  0.826010  0.031231  -4.645666
H  -1.396404  1.149442  -4.897356
H  -2.826764  1.403017  -2.868374
H  -2.033762  0.438290  -0.717352
C  -0.142668  2.730134  1.971337
C  0.399856  4.166989  2.192020
N  0.457324  4.886020  0.916527
C  1.383776  4.187121  0.026275
C  0.945521  2.707247  -0.142623
N  -0.331069  2.481397  0.537791
C  -1.321975  3.423527  0.017412
C  -0.876067  4.882857  0.312724
H  -1.108317  2.595104  2.464305
H  0.537921  1.970211  2.356841
H  1.405631  4.152968  2.616305
H  -0.236682  4.731427  2.876170
H  2.387638  4.258898  0.449798
H  1.392235  4.711638  -0.932242
H  1.671256  2.013007  0.285409
H  0.820671  2.452728  -1.200846
H  -2.287831  3.195677  0.475828
H  -1.417575  3.253425  -1.058191
H  -1.560509  5.376130  1.005484
H  -0.841541  5.481656  -0.600119
N  -6.985938  -0.522497  2.364679
C  -5.884852  -0.684507  2.075517
C  -4.506624  -0.884766  1.703382
C  -3.506647  -0.094311  2.265307
C  -2.187005  -0.286484  1.887256
C  -1.817463  -1.261713  0.949720
C  -2.846430  -2.049677  0.415715
C  -4.172694  -1.870565  0.778557
H  -3.775537  0.663362  2.991500
H  -1.424817  0.346002  2.326669
H  -2.614319  -2.827588  -0.305981
H  -4.956246  -2.486200  0.354265

Force components x, y, z for each atom (eV/Å):
Ti 0.3 -0.2 0.5
O -0.2 -0.1 0.0
C 0.3 0.2 0.1
O -0.2 0.0 -0.2
C -0.1 0.2 -0.1
O 0.0 -0.1 -0.1
C 0.0 0.0 -0.1
C 0.1 0.1 0.3
O -0.1 -0.1 -0.1
O -0.2 0.1 -0.1
H 0.0 0.0 0.0
H 0.0 0.0 0.0
H 0.0 0.0 0.0
H 0.0 0.0 0.0
H 0.0 0.0 0.0
C 0.0 0.0 0.0
C 0.1 -0.2 -0.1
O 0.0 0.2 0.0
N 0.0 0.1 0.1
C 0.0 0.0 0.0
C 0.1 -0.2 0.1
C 0.0 0.1 0.0
C 0.0 0.0 0.1
C 0.0 0.0 -0.1
C 0.0 0.0 0.1
N 0.0 0.3 -0.2
H 0.0 0.0 0.0
H 0.0 0.0 0.0
H 0.0 0.0 0.0
H 0.0 0.0 0.0
H 0.0 0.0 0.0
H 0.0 0.0 0.0
H 0.0 0.0 0.0
H 0.0 0.0 0.0
H 0.0 0.0 0.0
H 0.0 0.0 0.0
C 0.0 0.0 0.0
C 0.0 0.0 0.0
N 0.0 0.0 0.0
C 0.0 0.0 0.0
C 0.0 0.0 -0.1
N 0.0 0.0 0.0
C 0.0 0.0 0.0
C 0.0 0.0 0.0
H 0.0 0.0 0.0
H 0.0 0.0 0.0
H 0.0 0.0 0.0
H 0.0 0.0 0.0
H 0.0 0.0 0.0
H 0.0 0.0 0.0
H 0.0 0.0 0.0
H 0.0 0.0 0.0
H 0.0 0.0 0.0
H 0.0 0.0 0.0
H 0.0 0.0 0.0
H 0.0 0.0 0.0
N 0.0 0.0 0.0
C 0.1 0.0 0.0
C -0.2 0.0 0.0
C 0.0 0.1 0.0
C -0.1 -0.1 0.0
C 0.2 -0.1 0.0
C 0.0 0.1 0.1
C 0.0 -0.1 -0.1
H 0.0 0.0 0.0
H 0.0 0.0 0.0
H 0.0 0.0 0.0
H 0.0 0.0 0.0

Computed properties:
spin multiplicity	3
electronic energy	-69279.4480	eV
Kohn-Sham gap (spin up / spin down)	5.930 / 7.415	eV
expectation value of S²	2.009

***

(3)
ORCA calculation (ωB97M-V/def2-TZVPD) on a molecular structure, C25H32BN2O5Pb at a distorted geometry.

Cartesian coordinates (Å):
Pb  -11.468582  7.490828  14.350513
O  -6.696702  5.267473  12.628363
C  -7.247284  4.093736  12.774591
C  -6.566592  2.895846  12.416930
C  -7.103463  1.707467  12.795895
C  -8.416229  1.634017  13.292977
C  -9.195746  2.753573  13.435226
C  -8.606461  4.006393  13.162668
C  -9.475824  5.235750  13.186629
O  -10.700969  5.196406  13.528840
N  -8.765639  6.380243  13.031193
N  -9.238509  7.655310  13.217942
C  -8.313037  8.577213  13.293436
C  -8.590680  9.976042  13.575670
C  -7.487409  10.905221  13.377852
C  -7.613901  12.199710  13.804334
C  -8.822270  12.592071  14.410249
C  -9.832577  11.724478  14.667075
C  -9.816357  10.428102  14.099672
O  -10.954745  9.787663  13.983574
H  -7.719445  6.130573  12.906586
H  -5.591505  2.840427  11.961167
H  -6.500672  0.812617  12.769299
H  -8.820842  0.739503  13.690613
H  -10.172337  2.630961  13.835577
H  -7.250364  8.337094  13.148288
H  -6.591208  10.538227  12.838323
H  -6.860839  12.964734  13.621545
H  -8.843696  13.676166  14.714220
H  -10.744769  11.945265  15.214623
C  -14.181633  11.116915  15.554720
C  -14.949066  10.337660  14.472492
C  -16.374610  9.933728  14.946785
O  -14.270205  9.010529  14.352430
B  -13.960833  8.722085  13.014927
O  -14.230790  9.813481  12.227158
C  -14.824887  10.965255  13.079815
C  -13.754352  12.114971  12.961345
C  -16.048569  11.394709  12.307445
H  -14.411562  10.635281  16.538957
H  -14.515822  12.195994  15.586192
H  -13.139617  11.102313  15.380896
H  -16.263763  9.362408  15.843574
H  -16.894338  9.337996  14.162475
H  -17.020719  10.784886  15.239402
H  -12.724640  11.720904  12.975466
H  -13.875551  12.797689  13.842744
H  -13.980414  12.614773  11.992354
H  -16.858321  10.697393  12.491889
H  -15.933535  11.334083  11.221180
H  -16.358038  12.474057  12.474054
C  -13.989863  7.455578  10.151004
C  -12.801603  7.314353  11.123095
C  -11.799406  8.425585  10.878782
C  -12.180889  5.985518  10.710361
C  -13.273951  7.403460  12.561401
H  -13.605573  7.327727  9.166881
H  -14.332022  8.521670  10.209732
H  -14.699020  6.647652  10.379206
H  -11.808911  8.672293  9.788145
H  -10.776107  8.188952  11.173600
H  -12.080986  9.342396  11.466828
H  -11.544038  6.054900  9.823109
H  -12.963008  5.216892  10.462317
H  -11.628057  5.581380  11.538208
H  -13.719257  6.438772  12.900272

Force components x, y, z for each atom (eV/Å):
Pb -0.7 0.1 -0.6
O 0.8 -1.1 -0.1
C 0.5 1.5 -1.3
C 0.1 -0.1 0.7
C -0.9 -0.5 0.3
C 0.2 0.1 0.4
C 1.5 0.6 -0.4
C -1.7 0.1 -0.3
C -0.1 0.2 1.7
O 1.2 0.4 -0.5
N -0.4 -0.4 0.0
N 0.6 0.1 0.4
C -1.3 -0.2 -0.5
C 1.8 0.2 -0.4
C -0.9 -1.3 0.2
C -0.1 0.3 -0.6
C 1.0 1.9 0.8
C -0.6 -0.2 -0.1
C -1.2 -0.4 -0.6
O 0.8 0.0 0.6
H 0.5 0.0 -0.3
H 0.2 0.7 0.1
H 0.0 -0.2 -0.3
H -0.1 -1.0 0.0
H -0.8 0.4 0.1
H -0.4 -0.3 -0.1
H -0.5 0.3 0.6
H 0.0 -0.3 0.0
H -0.4 -1.3 -0.1
H 0.1 0.4 -0.2
C -2.2 0.4 0.9
C 0.2 -1.6 0.8
C -0.1 1.0 -1.0
O -0.4 0.7 0.2
B 0.1 0.0 0.4
O -1.1 1.5 0.7
C 2.6 -0.5 -2.4
C -0.8 -0.3 0.4
C -1.1 0.8 0.0
H 0.3 0.5 -0.7
H 0.2 -1.2 0.2
H 1.1 -0.2 -0.3
H 0.2 -0.6 0.4
H 0.4 0.3 0.6
H 0.4 -0.1 -0.4
H -0.5 0.0 0.0
H 0.1 -0.2 -1.2
H 0.5 -0.1 0.8
H -0.4 0.2 0.3
H 0.7 -0.1 0.2
H 0.2 -1.3 0.3
C 0.1 1.5 1.0
C -0.2 -0.1 -0.7
C -0.1 1.5 -0.5
C -0.6 -1.1 0.2
C 0.4 -0.3 1.2
H 0.2 -0.3 -1.1
H -0.5 -1.1 0.0
H -0.3 0.7 -0.1
H 0.2 0.0 0.7
H -0.1 -0.3 0.0
H 0.3 -0.8 -0.8
H 0.0 0.2 0.1
H 0.5 0.6 0.3
H 0.5 -0.3 0.2
H 0.1 0.7 0.0

Computed properties:
net charge	-1
electronic energy	-45589.6694	eV
Kohn-Sham gap	6.872	eV

***

(4)
ORCA calculation (ωB97M-V/def2-TZVPD) on a molecular structure, C25H32Br2CuN6O2.

Cartesian coordinates (Å):
Cu  0.247987  -0.162011  0.340955
C  -1.142325  3.894551  3.213662
N  -0.097974  2.899933  3.082347
C  0.871428  2.924638  4.174152
C  1.474524  1.529988  4.127655
N  0.343145  0.766081  3.639341
C  0.463958  -0.657634  3.414900
C  -0.420415  1.557290  2.809104
N  -1.225178  1.050335  1.958300
C  -2.060865  1.828504  1.075500
C  -2.490862  0.907529  -0.056864
N  -1.329528  0.704715  -0.909754
C  -1.457199  0.328922  -2.124283
N  -2.572992  -0.243723  -2.736292
C  -3.314542  -1.251371  -1.973668
C  -2.255670  -0.575605  -4.121769
C  -0.908787  0.105377  -4.379127
N  -0.458406  0.444287  -3.055697
C  0.759121  1.172271  -2.826740
H  -0.673003  4.852507  3.442810
H  -1.840912  3.655574  4.029396
H  -1.708121  4.012389  2.296913
H  0.355464  3.085154  5.132412
H  1.607479  3.716382  4.027947
H  1.798440  1.172893  5.106346
H  2.316828  1.486925  3.431903
H  0.702755  -1.143884  4.363209
H  1.242541  -0.889262  2.679521
H  -0.475874  -1.041893  3.025036
H  -1.533048  2.681355  0.627114
H  -2.950420  2.203934  1.597161
H  -3.321823  1.338416  -0.629062
H  -2.822374  -0.023324  0.410461
H  -2.759542  -1.534371  -1.079418
H  -3.435474  -2.144215  -2.589907
H  -4.304802  -0.893459  -1.687183
H  -3.026772  -0.213994  -4.805051
H  -2.173755  -1.660732  -4.242591
H  -1.024034  1.005958  -4.998133
H  -0.201628  -0.557116  -4.886735
H  1.620297  0.595391  -3.174350
H  0.871469  1.329029  -1.755593
H  0.752204  2.137276  -3.348901
Br  1.023856  -5.384279  -5.080169
C  0.441023  -4.682189  -3.404743
C  0.532394  -3.320186  -3.177981
C  0.097024  -2.815056  -1.960760
C  -0.428679  -3.655171  -0.985626
C  -0.492210  -5.021058  -1.237040
C  -0.059924  -5.546493  -2.446552
C  -0.984252  -3.106327  0.333507
O  -1.402785  -3.941586  1.142332
O  -0.974149  -1.849679  0.467633
H  0.946676  -2.669277  -3.935759
H  0.169333  -1.755827  -1.743442
H  -0.902146  -5.658439  -0.464900
H  -0.115003  -6.608205  -2.646541
Br  6.028509  2.790942  2.028675
C  4.427653  1.913313  1.450188
C  4.358821  0.532198  1.471995
C  3.174755  -0.083260  1.070791
C  2.028941  0.615036  0.644668
C  2.192507  2.012281  0.621682
C  3.354896  2.670059  1.017274
H  5.208885  -0.051312  1.803647
H  3.149428  -1.168830  1.109246
H  1.362417  2.636936  0.301110
H  3.420712  3.751399  0.995735

Force components x, y, z for each atom (eV/Å):
Cu 0.1 -0.1 -0.1
C 0.0 0.0 0.0
N 0.1 0.0 0.0
C 0.0 -0.1 0.0
C -0.1 0.0 0.0
N 0.0 0.0 0.0
C 0.1 -0.1 0.0
C -0.1 0.0 -0.1
N 0.1 0.1 0.2
C 0.0 0.0 0.0
C 0.0 -0.1 -0.1
N -0.1 0.2 -0.1
C -0.2 0.0 0.0
N 0.0 0.0 0.1
C 0.0 0.1 0.0
C 0.0 0.0 0.0
C 0.0 0.1 0.0
N 0.1 -0.3 0.0
C 0.0 0.1 0.0
H 0.0 0.0 0.0
H 0.0 0.0 0.0
H 0.0 0.0 0.0
H 0.0 0.0 0.0
H 0.0 0.0 0.0
H 0.0 0.0 0.0
H 0.1 0.0 -0.1
H 0.0 0.0 0.0
H -0.1 0.0 0.1
H 0.0 0.0 0.0
H 0.0 0.0 0.1
H 0.0 0.0 0.0
H 0.0 0.1 0.0
H 0.0 0.0 0.0
H 0.0 0.0 0.0
H 0.0 0.0 0.0
H 0.0 0.0 0.0
H 0.0 0.0 0.0
H 0.0 0.0 0.0
H 0.0 0.0 0.0
H 0.0 0.0 0.0
H 0.0 0.0 0.0
H 0.0 0.0 0.0
H 0.0 0.0 0.0
Br 0.0 0.0 0.0
C 0.0 0.0 0.0
C 0.0 0.0 0.0
C 0.0 0.0 0.1
C -0.1 0.0 -0.1
C 0.0 0.0 -0.1
C 0.0 0.0 0.0
C 0.3 -0.1 0.2
O -0.1 0.0 -0.1
O 0.0 0.1 0.0
H 0.0 0.0 0.0
H 0.0 0.0 0.0
H 0.0 0.0 0.0
H 0.0 0.0 0.0
Br 0.0 0.0 0.0
C 0.0 0.0 0.0
C 0.0 0.0 0.0
C 0.0 0.0 0.0
C 0.0 -0.1 0.0
C 0.0 0.0 0.0
C 0.0 0.0 0.0
H 0.0 0.0 0.0
H 0.0 0.0 0.0
H 0.0 0.0 0.0
H 0.0 0.0 0.0

Computed properties:
net charge	-1
electronic energy	-224207.0549	eV
Kohn-Sham gap	6.412	eV

***

Energy above the lowest of the compared OMol25 structures with the same formula, charge and spin, respectively: 0.0; 0.0; 112.1; 0.0 kJ/mol.